Here is a cluster of 13 separate species, C40H71N7O6S6 in total in a non-equilibrium geometry from OMol25. Energies are from ωB97M-V with the def2-TZVPD basis set.

```
! RIJCOSX wB97M-V def2-TZVPD def2/J DEFGRID3
* xyz 0 1
C -1.41 3.78 -1.37
S -0.85 5.20 -0.36
O -0.56 6.24 -1.41
C -2.44 5.67 0.50
H -2.24 4.09 -2.01
H -1.93 3.08 -0.71
H -0.58 3.40 -1.97
H -2.38 6.71 0.82
H -2.54 5.00 1.35
H -3.33 5.60 -0.13
C -5.82 0.46 -4.59
S -3.98 0.45 -4.60
O -3.41 1.74 -3.97
C -3.64 -0.74 -3.26
H -6.10 0.07 -3.62
H -6.22 -0.15 -5.40
H -6.14 1.49 -4.77
H -2.57 -0.92 -3.24
H -4.13 -1.71 -3.43
H -4.10 -0.33 -2.37
C 6.73 -2.23 -0.15
S 5.62 -2.12 -1.65
O 4.08 -2.17 -1.26
C 6.06 -0.35 -2.17
H 6.40 -1.71 0.75
H 7.74 -2.04 -0.50
H 6.69 -3.29 0.14
H 7.12 -0.09 -2.13
H 5.67 0.32 -1.41
H 5.76 -0.04 -3.17
C 0.44 0.69 -5.10
S 1.06 -1.01 -4.83
O 0.13 -1.52 -3.76
C 2.54 -0.46 -3.91
H -0.62 0.62 -5.37
H 0.88 1.24 -5.93
H 0.55 1.30 -4.21
H 3.20 0.02 -4.64
H 2.97 -1.40 -3.58
H 2.30 0.11 -3.01
C 0.53 -4.86 0.89
S -1.29 -4.62 1.13
O -1.94 -5.99 1.44
C -1.32 -3.60 2.67
H 0.77 -5.41 1.81
H 1.09 -3.93 0.82
H 0.81 -5.53 0.07
H -2.33 -3.36 3.00
H -0.79 -2.67 2.49
H -0.67 -4.19 3.32
C 3.66 1.61 -0.31
S 4.59 3.10 -0.89
O 5.55 2.72 -2.01
C 3.17 3.91 -1.80
H 4.29 0.85 0.15
H 3.19 1.07 -1.13
H 2.81 1.75 0.36
H 2.43 4.28 -1.09
H 2.63 3.28 -2.51
H 3.61 4.77 -2.31
N 1.08 -4.32 -2.97
C 0.40 -5.44 -3.25
C 1.30 -6.52 -3.25
C 2.53 -6.02 -2.84
C 2.37 -4.64 -2.64
H 0.72 -3.38 -3.03
H -0.62 -5.28 -3.55
H 1.03 -7.51 -3.60
H 3.46 -6.55 -2.69
H 3.09 -3.88 -2.37
N -4.96 2.98 -2.23
C -5.63 4.19 -2.30
C -6.07 4.49 -0.99
C -5.64 3.47 -0.17
C -4.99 2.57 -0.95
H -4.45 2.49 -2.95
H -5.79 4.68 -3.26
H -6.57 5.40 -0.69
H -5.85 3.46 0.89
H -4.43 1.71 -0.64
N -4.18 0.79 3.88
C -3.20 -0.01 4.32
C -2.03 0.68 4.03
C -2.38 1.87 3.34
C -3.72 1.91 3.26
H -5.15 0.51 3.89
H -3.36 -0.94 4.86
H -1.00 0.42 4.21
H -1.74 2.65 2.95
H -4.42 2.65 2.89
N 0.23 -0.62 -1.21
C 1.17 -0.90 -0.27
C 0.63 -0.64 0.93
C -0.64 -0.20 0.83
C -0.94 -0.13 -0.57
H 0.32 -0.70 -2.21
H 2.16 -1.19 -0.57
H 1.18 -0.85 1.84
H -1.34 0.22 1.54
H -1.81 0.31 -1.04
N 1.81 2.46 6.78
C 2.89 3.00 6.17
C 2.91 2.52 4.89
C 1.88 1.59 4.74
C 1.17 1.61 5.88
H 1.58 2.63 7.75
H 3.67 3.59 6.63
H 3.72 2.73 4.20
H 1.61 1.08 3.82
H 0.33 0.98 6.16
N -4.48 -3.32 -0.12
C -3.57 -2.25 -0.08
C -3.95 -1.50 1.00
C -5.02 -2.09 1.66
C -5.46 -3.20 0.85
H -4.61 -4.00 -0.86
H -2.70 -2.22 -0.72
H -3.43 -0.63 1.39
H -5.53 -1.75 2.54
H -6.26 -3.91 0.94
N 5.61 -0.69 4.63
C 6.04 0.39 3.89
C 5.13 0.53 2.87
C 4.26 -0.55 2.99
C 4.48 -1.29 4.10
H 5.96 -0.99 5.52
H 6.91 0.97 4.16
H 5.13 1.29 2.10
H 3.40 -0.77 2.37
H 4.03 -2.07 4.70
*
```

Summary:
Orbital gap ... 0.28672 Eh
Strongest force on any atom ... 4.76 eV/Å
Energy ... -4790.276023 Ha
Highest occupied orbital energy ... -7.63 eV

Here are the Löwdin charges for atoms 1 to 5, given in e:
1. C -0.253
2. S 0.812
3. O -0.590
4. C -0.232
5. H 0.047

***

Here is a cluster of 5 separate species, C40H72FN3O16PS in total in a non-equilibrium geometry from OMol25. Energies are from ωB97M-V with the def2-TZVPD basis set.

```
! RIJCOSX wB97M-V def2-TZVPD def2/J DEFGRID3
* xyz 1 1
C 2.19 -5.14 -1.86
C 3.65 -5.08 -2.21
O 4.32 -4.36 -1.19
C 4.39 -3.01 -1.51
C 4.55 -2.19 -0.27
O 4.58 -0.80 -0.60
C 3.32 -0.34 -0.96
N 2.93 0.87 -0.16
C 2.64 0.42 1.23
C 1.43 -0.46 1.41
N 0.88 -0.59 2.52
C 4.03 1.89 -0.08
C 5.16 1.65 0.90
N 4.83 2.38 2.12
C 4.59 2.17 -1.44
O 3.61 2.16 -2.48
C 2.31 2.49 -2.07
S 2.36 4.31 -1.69
C 1.49 2.36 -3.35
C 0.13 2.98 -3.35
O 0.20 3.98 -4.37
C -1.01 4.37 -4.87
O -1.34 4.06 -5.96
C -1.84 5.26 -4.01
C -1.22 6.64 -3.76
C 1.79 1.63 -0.84
F 1.06 0.62 -1.44
C 0.83 2.29 0.15
C -0.49 1.52 0.49
C -1.80 2.02 -0.08
P -3.12 1.18 0.88
O -2.61 1.00 2.22
O -3.44 -0.26 0.29
C -3.46 -0.44 -1.15
C -2.14 -0.98 -1.63
O -4.41 2.09 0.98
C -5.53 1.82 0.10
C -5.48 2.68 -1.13
H 2.05 -5.42 -0.83
H 1.66 -5.88 -2.44
H 1.69 -4.20 -2.04
H 3.76 -4.63 -3.19
H 4.06 -6.08 -2.28
H 3.47 -2.72 -2.02
H 5.21 -2.79 -2.20
H 3.79 -2.42 0.47
H 5.49 -2.45 0.19
H 3.32 -0.14 -2.01
H 2.61 -1.14 -0.82
H 3.45 -0.19 1.59
H 2.58 1.23 1.93
H 1.03 -0.96 0.54
H 0.10 -1.23 2.43
H 3.55 2.78 0.29
H 6.07 2.07 0.48
H 5.35 0.63 1.18
H 4.65 3.37 1.92
H 5.57 2.31 2.81
H 5.05 3.15 -1.39
H 5.34 1.44 -1.67
H 3.41 4.69 -2.43
H 2.06 2.94 -4.05
H 1.52 1.35 -3.73
H -0.13 3.47 -2.42
H -0.62 2.24 -3.60
H -1.95 4.77 -3.05
H -2.80 5.35 -4.47
H -1.60 7.34 -4.49
H -1.59 6.99 -2.82
H -0.15 6.63 -3.74
H 0.49 3.25 -0.20
H 1.30 2.55 1.08
H -0.62 1.65 1.55
H -0.45 0.46 0.31
H -1.94 1.83 -1.13
H -1.94 3.09 0.07
H -3.72 0.47 -1.66
H -4.23 -1.17 -1.35
H -1.73 -1.68 -0.92
H -1.40 -0.21 -1.82
H -2.30 -1.49 -2.57
H -5.67 0.77 -0.11
H -6.40 2.13 0.65
H -6.42 2.61 -1.65
H -5.39 3.70 -0.79
H -4.64 2.39 -1.73
O -0.85 -3.74 -0.21
C -2.03 -3.57 -0.05
O -2.52 -2.88 1.01
C -3.97 -2.93 0.99
C -4.34 -3.23 -0.45
C -3.16 -4.08 -0.92
H -4.29 -3.72 1.68
H -4.36 -1.98 1.34
H -5.31 -3.71 -0.56
H -4.37 -2.30 -1.02
H -3.31 -5.14 -0.71
H -2.94 -3.94 -1.97
O -0.57 -1.84 8.68
C -0.78 -1.31 7.63
O -1.17 -1.99 6.52
C -1.24 -1.10 5.39
C -1.41 0.29 5.99
C -0.64 0.17 7.30
H -0.32 -1.20 4.82
H -2.08 -1.39 4.76
H -1.06 1.08 5.33
H -2.47 0.47 6.20
H 0.42 0.39 7.17
H -1.06 0.78 8.09
O -3.71 -6.03 -3.02
C -3.36 -7.17 -2.86
O -4.13 -8.10 -2.26
C -3.41 -9.33 -2.11
C -2.31 -9.27 -3.17
C -2.02 -7.77 -3.24
H -3.01 -9.38 -1.10
H -4.09 -10.17 -2.26
H -1.44 -9.88 -2.92
H -2.70 -9.62 -4.13
H -1.28 -7.47 -2.50
H -1.72 -7.46 -4.23
O 4.29 5.04 2.68
C 3.23 5.10 3.25
O 2.38 4.06 3.31
C 1.15 4.46 3.96
C 1.52 5.69 4.79
C 2.63 6.31 3.94
H 0.41 4.69 3.19
H 0.78 3.64 4.58
H 0.68 6.35 4.97
H 1.93 5.38 5.75
H 2.24 6.99 3.18
H 3.38 6.82 4.54
*
```

Summary:
Orbital gap ... 0.34769 Eh
Strongest force on any atom ... 2.18 eV/Å
Energy ... -3774.627241 Ha
Highest occupied orbital energy ... -11.31 eV

Here are the Löwdin charges for atoms 1 to 5, given in e:
1. C -0.071
2. C -0.266
3. O -0.112
4. C -0.217
5. C -0.139